## P
# C4H9N

A 2-piece molecular cluster, C4H9N overall (wB97M-V/def2-TZVPD, OMol25).

Geometry (Å):
N  1.3180  0.2622  0.2803
C  -1.9472  0.5018  -0.2065
C  2.2711  0.1035  1.4035
C  1.1210  -0.6808  -0.5341
C  -2.6343  0.1547  -1.2994
H  -2.5297  0.4452  0.7078
H  3.0788  0.7897  1.1294
H  -3.6979  -0.0264  -1.1596
H  2.6296  -0.8938  1.6489
H  -2.3134  0.0210  -2.3205
H  1.8639  -1.4618  -0.7781
H  0.1220  -0.8436  -0.9336
H  -1.0217  1.0589  -0.1679
H  1.7398  0.5695  2.2297

The multiplicity is 1. The orbital gap comes out at 10.3 eV. The HOMO energy is -9.17 eV.

## Q
# C4H9N

A single C4H9N molecule (wB97M-V/def2-TZVPD, OMol25).

Geometry (Å):
N  -0.3056  1.6976  -0.2573
C  -1.3966  -0.2330  -1.1919
C  0.0940  -0.5151  0.7660
C  -0.5321  0.3030  -0.3241
C  1.6171  -0.7033  0.5737
H  1.9409  -0.4327  -0.4197
H  -1.7368  -1.2559  -1.1928
H  -0.8822  2.2232  -0.9048
H  -1.7747  0.3691  -2.0146
H  -0.5703  2.0693  0.6492
H  1.8438  -1.7651  0.6613
H  -0.1785  -0.1450  1.7493
H  2.2057  -0.1055  1.2584
H  -0.3246  -1.5066  0.6472

The multiplicity is 1. The orbital gap comes out at 9.5 eV. The HOMO energy is -8.40 eV.

Which structure wins on stability? Q wins.

## P
# C4H9N

C4H9N as an isolated structure (wB97M-V/def2-TZVPD, OMol25).

Geometry (Å):
N  0.5925  -1.4447  -0.7398
C  0.5341  -0.0189  -0.3331
C  -1.7893  0.0196  0.5209
C  1.8626  0.5430  -0.0029
C  -0.6710  0.8293  -0.1481
H  -1.0515  1.3404  -0.9032
H  0.2570  -1.0677  0.2602
H  2.6421  -0.2532  -0.1132
H  -1.9915  -0.9174  0.0600
H  1.9987  1.3111  -0.7105
H  -1.3565  -0.3291  1.5120
H  1.7459  0.9452  1.1360
H  -2.6503  0.5747  0.8239
H  -0.1227  -1.5323  -1.3622

The multiplicity is 1. The orbital gap comes out at 7.2 eV. The HOMO energy is -7.27 eV.

## Q
# C4H9N

A single C4H9N molecule (wB97M-V/def2-TZVPD, OMol25).

Geometry (Å):
N  1.9891  -0.6366  1.4516
C  0.5637  -0.1389  1.5723
C  -1.3671  0.3460  -1.8730
C  -0.0100  0.3465  0.2587
C  -1.0369  -0.1191  -0.4676
H  -1.0819  -0.2975  -2.7616
H  2.0200  -1.3263  0.7355
H  -0.0215  -0.9869  1.9383
H  -2.4821  0.6347  -1.9643
H  0.6425  1.0715  -0.2931
H  -0.9032  1.3483  -2.0272
H  -1.5492  -0.9770  -0.1298
H  2.6673  0.0815  1.1667
H  0.5693  0.6537  2.3934

The multiplicity is 1. The orbital gap comes out at 10.3 eV. The HOMO energy is -9.09 eV.

## R
# C4H9N

A 2-piece molecular cluster, C4H9N overall (wB97M-V/def2-TZVPD, OMol25).

Geometry (Å):
N  0.2301  1.8792  4.4043
C  -0.4032  3.0227  4.8196
C  -0.7129  4.0331  3.9793
C  -0.0018  -4.2237  -5.5096
C  1.1568  -3.8435  -6.0225
H  -0.9131  5.1480  4.2509
H  -0.2068  1.1684  4.9003
H  -0.7377  3.8948  2.8495
H  0.0675  1.6683  3.4453
H  2.0369  -4.1553  -5.5559
H  -0.8702  3.0926  5.8842
H  -0.1925  -4.6929  -4.5880
H  -0.8950  -3.9132  -6.1266
H  1.4418  -3.0784  -6.7308

The multiplicity is 1. The orbital gap comes out at 9.6 eV. The HOMO energy is -8.39 eV.

## S
# C4H9N

A single C4H9N molecule (wB97M-V/def2-TZVPD, OMol25).

Geometry (Å):
N  -0.3667  -0.0664  -1.2839
C  1.0682  0.0669  0.6433
C  -1.6949  -0.1518  -1.8382
C  1.3971  0.0947  2.1003
C  -0.1336  -0.0845  0.0798
H  -2.4172  0.1917  -1.1024
H  1.9063  0.2577  -0.0116
H  -1.7643  0.5192  -2.7025
H  2.1717  -0.6287  2.3481
H  0.3813  0.1614  -1.9169
H  -1.8921  -1.1556  -2.2001
H  -1.0380  -0.2138  0.6715
H  0.6065  -0.0849  2.8366
H  1.7759  1.0939  2.3760

The multiplicity is 1. The orbital gap comes out at 8.6 eV. The HOMO energy is -7.35 eV.

Which structure wins on stability? S wins.

## P
# C38H32AsBIrN8S3Se

C38H32AsBIrN8S3Se as an isolated structure (wB97M-V/def2-TZVPD, OMol25).

Geometry (Å):
Ir  -0.2556  1.0834  -0.0527
Se  -4.3734  -3.7220  4.1928
As  -2.2629  2.3598  -0.5424
S  0.4535  -3.7940  0.9270
S  1.9304  0.1074  0.1539
S  0.8348  3.0768  -0.1135
N  2.6942  -2.2399  -0.9811
N  -3.3195  -2.3428  4.5609
N  2.9128  -2.8375  1.5813
N  1.6010  -0.9745  -2.3756
N  1.6244  -3.3195  3.3104
N  -0.6856  0.6412  1.8390
N  -1.3304  -0.7526  -0.2964
N  -4.0568  -3.6443  2.4497
C  2.8076  -2.9124  3.7919
C  -3.9624  2.0504  0.2938
C  -1.7461  4.1712  -0.2380
C  -0.2223  1.3283  2.8852
C  -2.5284  2.1905  -2.4423
C  0.4991  -3.8004  4.1018
C  -3.0156  -2.9619  -0.2393
C  -1.4926  -0.4259  2.0439
C  -1.5943  -1.4308  -1.4068
C  -3.2351  -2.6471  2.2505
C  -2.1717  6.5238  -0.0568
C  -6.3630  1.9737  0.2400
C  0.9579  0.1786  -2.9754
C  -2.4352  -2.5398  -1.4162
C  -1.8776  -1.1723  0.8629
C  -6.3845  1.6984  1.5998
C  -2.6436  5.2319  -0.2218
C  -1.4528  -0.0535  4.4096
C  -2.8250  -1.9238  3.4250
C  2.6833  -2.8730  -2.2051
C  1.6705  -3.2952  1.9261
C  -0.5906  0.9991  4.1839
C  -3.2437  1.1134  -2.9624
C  -2.7269  -2.2703  0.9372
C  -1.8880  3.0847  -3.2948
C  -1.9133  -0.7900  3.3175
C  -5.1964  1.6163  2.3146
C  3.6058  -2.6055  2.6996
C  -0.3786  4.3825  -0.0817
C  2.0338  -1.0855  -1.0983
C  2.0043  -2.0973  -3.0754
C  -1.9738  2.9054  -4.6687
C  -5.1535  2.1530  -0.4177
C  -0.8067  6.7438  0.0862
C  0.0886  5.6853  0.0765
C  -2.6905  1.8360  -5.1886
C  -3.3273  0.9417  -4.3369
C  -3.9859  1.7955  1.6635
B  3.6337  -2.7039  0.1694
H  -0.4357  7.7518  0.2143
H  0.6891  -0.0630  -4.0015
H  -3.7562  0.4226  -2.3016
H  1.7831  -2.2270  -4.1196
H  -7.2899  2.0565  -0.3114
H  -3.0641  1.7742  2.2323
H  4.4942  -1.8822  0.3292
H  -2.8617  7.3560  -0.0393
H  -3.7058  5.0487  -0.3358
H  0.5219  -4.8869  4.1606
H  -2.7640  1.7055  -6.2600
H  4.6160  -2.2341  2.6750
H  -1.3324  3.9241  -2.8926
H  4.0532  -3.7942  -0.1038
H  3.0220  -2.8577  4.8457
H  -5.2154  1.4288  3.3805
H  -7.3302  1.5636  2.1072
H  -3.9001  0.1188  -4.7444
H  -0.1988  1.5908  4.9987
H  -2.6182  -3.0575  -2.3471
H  -5.1465  2.3720  -1.4780
H  0.5701  -3.3750  5.0991
H  -1.4900  3.6091  -5.3330
H  1.6171  1.0448  -2.9586
H  0.0249  0.4299  -2.4573
H  0.4323  2.1579  2.6650
H  -0.4275  -3.4892  3.6273
H  -3.6734  -3.8204  -0.2064
H  1.1494  5.8657  0.1952
H  3.1708  -3.8201  -2.3470
H  -1.1266  -1.0768  -2.3155
H  -1.7793  -0.3175  5.4068

The multiplicity is 2. The net charge is +2. The expectation value of S² is 0.7720. The orbital gap (spin up / spin down) comes out at 6.6 / 5.2 eV. The HOMO energy (spin up / spin down) is -12.71 / -12.71 eV.

## Q
# C38H32AsBIrN8S3Se

C38H32AsBIrN8S3Se as an isolated structure (wB97M-V/def2-TZVPD, OMol25).

Geometry (Å):
Ir  0.0863  0.0541  -0.0855
Se  -4.2986  -0.0110  6.3739
As  2.1442  0.4524  -1.6033
S  1.9070  0.1750  1.5397
S  -0.8521  1.9069  -1.3374
S  -0.5637  -1.7992  -1.4846
N  -0.6079  1.3523  1.6229
N  -2.9305  3.2360  -0.1567
N  -3.5539  1.2894  5.4376
N  -3.5296  -1.2948  5.4344
N  -3.4157  1.1644  -0.6336
N  -2.4323  -3.4520  -0.3548
N  -0.5727  -1.2889  1.6267
N  -3.1684  -1.4240  -0.6677
C  -1.6476  -4.6719  -0.5263
C  -2.1188  -2.2274  -0.8366
C  3.0048  -1.7675  -5.0231
C  -2.7965  -0.7142  4.5207
C  -1.3513  0.7462  2.5628
C  -2.0098  1.4659  3.5551
C  3.4990  0.0505  0.8159
C  -0.4110  2.6626  1.6917
C  4.5912  -0.1174  1.6631
C  2.5907  3.1445  -0.6204
C  1.8339  5.1491  -1.7210
C  2.4560  4.5260  -0.6449
C  -1.8343  2.8490  3.5989
C  1.3481  4.3923  -2.7785
C  5.8604  -0.2550  1.1207
C  1.4752  3.0103  -2.7554
C  3.3177  0.8845  -4.2100
C  -4.1516  -2.1347  -0.0209
C  -0.3512  -2.5934  1.6966
C  -2.2830  4.5444  -0.2035
C  2.1062  2.3860  -1.6804
C  -2.8103  0.7246  4.5223
C  2.5352  -1.3663  -3.7831
C  -1.7734  -2.8168  3.5986
C  -1.9798  -1.4376  3.5537
C  -3.7062  -3.4001  0.1631
C  -1.0021  3.4455  2.6774
C  -0.9266  -3.3933  2.6782
C  4.9591  -0.0588  -1.0928
C  3.7847  0.4707  -5.4493
C  -4.5059  1.7182  -0.0077
C  3.6226  -0.8467  -5.8582
C  6.0463  -0.2367  -0.2567
C  3.6923  0.1089  -0.5440
C  -1.3350  -0.7044  2.5634
C  2.6950  -0.0426  -3.3819
C  -2.4566  2.0909  -0.6985
C  -4.2163  3.0092  0.2812
B  -3.3839  -0.1252  -1.5180
H  -0.6973  -4.4499  2.7120
H  6.7077  -0.3914  1.7796
H  7.0355  -0.3596  -0.6755
H  -0.5926  -4.4613  -0.3859
H  -4.4338  -0.2244  -2.0951
H  3.4599  1.9074  -3.8964
H  2.8489  5.1181  0.1721
H  -1.7894  -5.0711  -1.5283
H  -5.1080  -1.7019  0.2165
H  -2.5018  5.0362  -1.1496
H  1.7356  6.2268  -1.7378
H  3.9777  -1.1552  -6.8325
H  -2.4588  -0.0211  -2.2551
H  5.0973  -0.0397  -2.1663
H  -5.4162  1.1666  0.1516
H  0.3171  -3.0042  0.9539
H  -2.3273  3.4150  4.3795
H  -1.9777  -5.4101  0.1999
H  0.8640  4.8753  -3.6177
H  2.0499  -2.0814  -3.1293
H  2.8875  -2.7955  -5.3386
H  -2.2536  -3.3945  4.3785
H  1.0847  2.4194  -3.5747
H  -4.8112  3.7852  0.7320
H  0.2440  3.0888  0.9430
H  -4.1880  -4.2592  0.5986
H  4.4380  -0.1492  2.7347
H  3.0835  2.6635  0.2161
H  -2.6629  5.1578  0.6091
H  -0.7969  4.5069  2.7108
H  4.2786  1.1838  -6.0957
H  -1.2078  4.4300  -0.1135

The multiplicity is 2. The net charge is +2. The expectation value of S² is 0.7582. The orbital gap (spin up / spin down) comes out at 6.5 / 5.4 eV. The HOMO energy (spin up / spin down) is -12.77 / -12.75 eV.

Which structure wins on stability? P wins.

## P
# C2H6OS2

A 2-piece molecular cluster, C2H6OS2 overall (wB97M-V/def2-TZVPD, OMol25).

Geometry (Å):
S  -1.2137  1.5332  -0.1580
S  -1.5841  -1.4545  -0.5715
O  0.3733  -0.1517  1.7587
C  0.7513  -0.0655  -1.1817
C  -0.6333  -0.0655  -0.5755
H  1.3744  0.2654  -0.4240
H  1.0822  0.4454  1.7203
H  0.8742  0.5295  -2.0956
H  -2.2827  0.8280  0.4068
H  0.3786  -0.7128  2.5262
H  0.8798  -1.1513  -1.4056

The multiplicity is 1. The orbital gap comes out at 8.5 eV. The HOMO energy is -8.41 eV.

## Q
# C2H6OS2

A 2-piece molecular cluster, C2H6OS2 overall (wB97M-V/def2-TZVPD, OMol25).

Geometry (Å):
S  -0.4754  1.4980  -2.1569
S  -1.9735  0.4116  -1.4423
O  0.2921  -2.1917  0.3379
C  0.6942  -1.0164  0.2995
C  0.6620  -0.0941  1.4088
H  -0.8185  2.6578  -1.5773
H  -1.6766  -0.7870  -1.7278
H  -0.1255  0.7285  1.4241
H  0.3454  -0.7752  2.1968
H  1.4175  -0.7788  -0.4880
H  1.6583  0.3474  1.7250

The multiplicity is 1. The orbital gap comes out at 8.9 eV. The HOMO energy is -8.53 eV.

## R
# C2H6OS2

A 2-piece molecular cluster, C2H6OS2 overall (wB97M-V/def2-TZVPD, OMol25).

Geometry (Å):
S  3.2152  1.2165  1.9027
S  2.0606  -0.5495  1.2583
O  -1.0699  -1.9092  -0.5195
C  -0.9700  0.5241  -1.2692
C  -1.5833  -0.6327  -0.9061
H  -0.0265  0.4088  -1.8599
H  2.9015  2.0218  0.9500
H  -2.5531  -0.4321  -0.3836
H  0.8886  0.0252  1.8707
H  -1.4905  1.4394  -1.3816
H  -1.3724  -2.1122  0.3381

The multiplicity is 1. The orbital gap comes out at 9.5 eV. The HOMO energy is -9.56 eV.

## S
# C2H6OS2

A 2-piece molecular cluster, C2H6OS2 overall (wB97M-V/def2-TZVPD, OMol25).

Geometry (Å):
S  2.5133  -0.1811  1.6753
S  4.2863  -1.0456  2.0621
O  -0.8462  1.4695  -2.2202
C  -2.4192  0.3003  -0.8570
C  -1.1064  0.9296  -1.1735
H  -2.8227  0.8137  0.0211
H  -3.0932  0.3672  -1.7058
H  -0.3394  0.9254  -0.3848
H  3.8708  -2.1601  2.6920
H  2.2415  -0.6774  0.4495
H  -2.2848  -0.7416  -0.5586

The multiplicity is 1. The orbital gap comes out at 10.2 eV. The HOMO energy is -9.85 eV.

Which structure wins on stability? S wins.